{"formula": "C40H32F9LaOP2", "method": "ωB97M-V with the def2-TZVPD basis set", "energy_ev": -87925.6116, "total_charge": 2, "lumo_energy_ha": [-0.2153, -0.2043], "orbital_gap_ev": [4.6, 5.1], "e_above_lowest_kj_mol": 352.1, "elements": ["C", "C", "C", "C", "C", "C", "P", "C", "C", "C", "C", "C", "C", "La", "P", "C", "C", "C", "C", "C", "C", "C", "C", "C", "C", "C", "C", "C", "C", "C", "C", "C", "C", "C", "C", "C", "C", "C", "C", "H", "H", "H", "H", "H", "H", "H", "H", "H", "H", "H", "H", "H", "H", "H", "H", "H", "H", "H", "H", "H", "H", "H", "H", "H", "H", "H", "H", "H", "H", "H", "H", "F", "C", "F", "F", "C", "O", "C", "F", "F", "F", "C", "F", "F", "F"], "coordinates": [[0.499932, -1.423342, -3.071847], [-0.503099, -1.920076, -2.205856], [-1.842902, -1.934172, -2.652326], [-2.156973, -1.527444, -3.943158], [-1.153375, -1.071435, -4.806777], [0.176867, -1.025936, -4.369831], [-0.119629, -2.537328, -0.565122], [-1.453509, -3.558783, 0.072741], [-2.532697, -2.914905, 0.710235], [-3.513934, -3.684686, 1.326757], [-3.458682, -5.081265, 1.257814], [-2.380935, -5.715067, 0.624171], [-1.348711, -4.954881, 0.063129], [-0.856641, 0.241907, 1.304743], [0.152446, 2.674917, -0.537143], [-1.228441, 2.419106, -1.644050], [-1.026769, 2.593376, -3.029817], [-2.086856, 2.395678, -3.909938], [-3.320108, 1.930944, -3.434861], [-3.492345, 1.679352, -2.073809], [-2.469212, 1.940319, -1.161370], [-0.198093, 3.755962, 0.855895], [0.592952, 3.618532, 2.011766], [0.249821, 4.312832, 3.161487], [-0.837206, 5.188652, 3.168211], [-1.613512, 5.337278, 2.019084], [-1.304135, 4.627409, 0.862382], [1.720059, 2.888214, -1.378892], [2.651577, 1.829595, -1.369386], [3.876199, 1.979955, -2.013316], [4.173895, 3.169293, -2.693851], [3.231054, 4.203438, -2.741864], [2.006855, 4.077271, -2.074905], [1.509855, -3.272999, -0.480417], [2.090776, -3.969868, -1.556097], [3.386338, -4.481540, -1.427541], [4.109999, -4.289355, -0.242654], [3.532928, -3.586398, 0.821239], [2.237291, -3.100948, 0.714975], [1.480471, 2.975342, 1.997527], [0.849555, 4.193278, 4.059795], [-1.073697, 5.744317, 4.073329], [-2.467331, 6.014364, 2.032939], [-1.902032, 4.734242, -0.043878], [-0.045752, 2.896505, -3.404870], [-1.950946, 2.595168, -4.972400], [-4.137598, 1.753952, -4.135819], [-4.444093, 1.284192, -1.711929], [-2.665337, 1.824193, -0.077832], [2.395156, 0.888855, -0.870248], [4.599100, 1.160852, -1.990190], [5.141425, 3.281849, -3.191184], [3.439282, 5.114248, -3.306580], [1.266413, 4.879881, -2.108946], [1.524280, -4.124170, -2.475930], [3.828582, -5.037675, -2.252176], [5.113622, -4.700727, -0.140848], [4.090972, -3.434338, 1.747346], [1.772786, -2.589273, 1.562115], [-2.610595, -1.807190, 0.724440], [-4.327571, -3.187114, 1.856749], [-4.255245, -5.677721, 1.699837], [-2.332681, -6.798935, 0.566270], [-0.474943, -5.422623, -0.392199], [-2.633770, -2.283218, -1.983174], [-3.196111, -1.558610, -4.281041], [-1.415311, -0.734324, -5.810013], [0.962769, -0.681101, -5.045641], [1.536329, -1.371985, -2.737544], [0.499059, 1.424982, 0.098168], [-0.090429, -1.699733, 0.667558], [-0.796264, 2.021349, 4.968932], [-0.909715, 0.702996, 4.712066], [-1.422207, 0.090230, 5.782217], [-1.898703, 0.618574, 3.674182], [0.378688, 0.060293, 4.184980], [0.621471, 0.299430, 2.821320], [1.578494, 0.611045, 4.952498], [1.356772, 0.626352, 6.291112], [2.696484, -0.110166, 4.720854], [1.847176, 1.876612, 4.555578], [0.240557, -1.446076, 4.385605], [0.176252, -1.820080, 5.670963], [-0.909929, -1.884717, 3.746288], [1.263464, -2.116956, 3.789995]], "forces_ev_per_a": [[-0.1, -0.2, 0.0], [-0.1, -0.1, -0.7], [0.1, -0.1, 0.1], [0.1, 0.2, -0.1], [0.0, 0.0, 0.2], [-0.2, 0.0, 0.2], [0.0, 0.4, -0.6], [0.1, 0.0, 0.1], [0.3, -0.3, 0.1], [-0.1, 0.2, -0.1], [0.4, 0.0, -0.2], [-0.1, 0.3, 0.1], [-0.4, 0.3, 0.0], [-1.6, -0.3, -1.9], [-0.4, 0.4, 0.7], [-0.1, -0.1, -0.4], [-0.2, 0.0, 0.3], [-0.2, -0.2, 0.1], [0.4, 0.1, -0.1], [-0.2, 0.0, 0.3], [0.1, 0.1, -0.3], [-0.3, 0.3, 0.0], [0.2, -0.2, -0.3], [0.1, 0.3, 0.1], [0.0, -0.3, -0.1], [-0.1, 0.1, 0.0], [0.2, -0.2, -0.1], [0.4, 0.0, -0.4], [-0.3, 0.2, 0.0], [0.0, 0.1, -0.1], [-0.3, -0.1, 0.2], [-0.2, 0.0, 0.1], [0.2, -0.3, 0.0], [0.5, -0.1, 0.2], [0.0, 0.0, 0.2], [-0.2, 0.1, 0.2], [-0.4, 0.1, -0.1], [0.1, -0.2, 0.0], [-0.3, 0.1, -0.2], [-0.3, 0.2, 0.1], [-0.1, 0.0, -0.2], [0.0, -0.1, -0.2], [0.2, -0.2, -0.1], [0.1, 0.1, 0.3], [-0.4, 0.0, 0.1], [0.0, -0.1, 0.3], [0.2, 0.1, 0.3], [0.3, 0.2, -0.1], [0.1, 0.2, -0.6], [0.2, 0.3, -0.1], [-0.2, 0.3, 0.0], [-0.4, 0.0, 0.2], [0.0, -0.3, 0.2], [0.3, -0.1, 0.0], [0.2, 0.1, 0.2], [-0.1, 0.1, 0.2], [-0.2, 0.1, -0.1], [-0.2, -0.1, -0.3], [0.2, -0.1, -0.3], [-0.1, -0.6, 0.0], [0.2, -0.2, -0.2], [0.2, 0.2, -0.1], [0.0, 0.2, 0.1], [-0.3, 0.0, 0.1], [0.2, 0.0, -0.3], [0.4, 0.0, 0.1], [0.1, -0.2, 0.2], [-0.2, -0.1, 0.3], [-0.2, -0.1, -0.1], [1.0, -0.6, -0.4], [0.1, -0.2, 0.7], [-0.1, -1.4, -0.3], [-1.5, 1.2, 0.6], [0.3, 0.7, -1.1], [0.8, 0.1, 1.0], [0.8, 0.0, -1.3], [0.3, 0.1, 2.8], [1.7, 0.6, 1.2], [0.1, 0.0, -1.1], [-1.0, 0.4, 0.1], [-0.3, -0.8, 0.2], [0.3, -2.1, 0.0], [0.1, 0.2, -1.1], [0.8, 0.5, 0.5], [-1.0, 0.7, 0.6]], "lowdin_charge": [-0.10, -0.35, -0.09, -0.07, -0.06, -0.06, 1.03, -0.35, -0.14, -0.06, -0.03, -0.03, -0.04, 1.60, 1.02, -0.34, -0.05, -0.04, -0.04, -0.06, -0.14, -0.36, -0.11, -0.07, -0.04, -0.05, -0.08, -0.34, -0.08, -0.05, -0.04, -0.05, -0.07, -0.34, -0.08, -0.05, -0.04, -0.05, -0.08, 0.12, 0.11, 0.12, 0.12, 0.11, 0.11, 0.12, 0.13, 0.12, 0.07, 0.09, 0.12, 0.12, 0.12, 0.12, 0.12, 0.12, 0.12, 0.12, 0.08, 0.05, 0.12, 0.12, 0.12, 0.12, 0.10, 0.12, 0.12, 0.12, 0.11, -0.11, -0.11, 0.19, -0.45, 0.21, -0.02, -0.29, -0.40, -0.51, 0.18, 0.18, 0.16, -0.49, 0.20, 0.11, 0.15]}

***

{"formula": "C8H12N2S", "method": "ωB97M-V with the def2-TZVPD basis set", "energy_ev": -22304.1487, "lumo_energy_ha": -0.0159, "orbital_gap_ev": 8.1, "smiles": "CC(C)(C)C(=S)n1ccnc1", "e_above_lowest_kj_mol": 165.0, "elements": ["C", "C", "C", "C", "C", "S", "N", "C", "C", "N", "C", "H", "H", "H", "H", "H", "H", "H", "H", "H", "H", "H", "H"], "coordinates": [[1.163414, 0.991456, 0.817330], [1.074844, -0.141046, -0.072516], [1.667104, 0.296816, -1.484504], [2.104590, -1.217423, 0.488184], [-0.307688, -0.803231, -0.100379], [-0.302849, -2.465198, -0.099122], [-1.451690, -0.120582, 0.058266], [-2.687375, -0.701773, 0.447269], [-3.635728, 0.230486, 0.317497], [-3.095547, 1.374400, -0.187728], [-1.833079, 1.181707, -0.361603], [2.227208, 1.263257, 1.071031], [0.622154, 0.963919, 1.814885], [0.666243, 1.785930, 0.322510], [2.214273, 1.156205, -1.233010], [2.403141, -0.463168, -1.724868], [0.830416, 0.683995, -2.210239], [1.737751, -1.584816, 1.437042], [3.049159, -0.701653, 0.433494], [2.211310, -2.023222, -0.232863], [-2.841798, -1.672936, 0.791409], [-4.605443, 0.071530, 0.566130], [-1.210406, 1.895351, -0.858206]], "forces_ev_per_a": [[-0.1, 2.3, 3.2], [1.1, -2.8, -1.1], [-2.6, 0.0, 0.5], [-0.8, 0.8, -1.7], [2.2, -2.5, 0.2], [-1.0, 0.6, -0.3], [-2.7, 1.1, -0.3], [0.7, 0.9, -0.3], [2.8, -0.3, -0.4], [0.0, 1.4, -0.6], [-0.4, -0.8, 0.5], [-1.1, -0.1, -0.5], [0.6, -0.6, -1.0], [-0.1, 1.5, -0.3], [1.0, 1.3, 0.1], [-0.5, -0.1, -1.2], [1.8, -1.4, 0.9], [0.6, 0.0, 0.3], [0.5, 0.2, 0.9], [-0.2, -0.2, 0.3], [0.5, -1.3, 0.4], [-2.8, 0.1, 0.5], [0.6, 0.0, 0.1]], "nbo_charge": [-0.62, -0.14, -0.59, -0.59, 0.18, -0.05, -0.44, -0.05, -0.08, -0.42, 0.20, 0.23, 0.22, 0.20, 0.21, 0.23, 0.22, 0.22, 0.20, 0.22, 0.24, 0.21, 0.21]}